Here is a molecular structure, C33H43BCoF6N6PS5 from the OMol25 dataset. Energies are from ωB97M-V with the def2-TZVPD basis set.

Summary:
Charge: 0
Multiplicity: 3
E_LUMO (alpha / beta), hartree: -0.019 / -0.011
Orbital gap (alpha / beta), Ha: 0.2703 / 0.2751

XYZ file:
```
96
Properties=species:S:1:pos:R:3:forces:R:3
Co -1.253679 -1.499081 -2.364952 -0.0213 0.0669 -0.4803
C 0.233298 4.062122 -2.100316 -0.0206 0.0292 -0.0080
C 0.718412 2.780763 -1.497134 -0.0168 -0.1041 -0.0377
C 1.854587 2.694286 -0.801114 -0.0167 0.0542 -0.0502
C 2.331204 1.416437 -0.314975 -0.0135 -0.0675 -0.0145
N 1.585865 0.375391 -0.342862 0.0873 0.0350 0.0916
N 0.318482 0.471253 -0.842805 -0.0224 0.1796 -0.0697
B -0.560607 -0.697391 -0.524041 0.0904 -0.1218 0.0665
N -1.706015 -0.291989 0.444223 -0.1806 -0.0056 0.0591
N -1.377433 0.585863 1.393772 0.0260 0.0168 -0.0006
C -2.280977 0.925253 2.265027 0.0007 0.0045 -0.0249
C -3.575150 0.337375 2.240665 0.0044 -0.0281 -0.0404
C -3.910331 -0.558843 1.274777 0.0639 0.0568 0.0197
C -5.245230 -1.216337 1.177894 -0.0378 -0.0447 0.0140
C -2.910363 -0.841736 0.293618 0.0885 0.0148 -0.1030
S -3.186207 -1.781062 -1.100111 0.1264 -0.1185 0.1453
C -1.914653 1.997184 3.279383 0.0382 -0.0225 0.0207
C -2.831252 3.206748 3.049123 -0.0073 0.0276 0.0034
C -0.457030 2.427325 3.111037 -0.0236 0.0321 -0.0175
C -2.121216 1.459821 4.701296 -0.0201 0.0065 -0.0043
N 0.246376 -1.844532 0.130240 0.2257 -0.0745 -0.0375
N 0.229276 -1.915976 1.461626 0.0008 0.0354 0.0722
C 1.096919 -2.676148 2.065700 -0.0775 0.0510 -0.0089
C 2.081929 -3.380039 1.329132 0.0350 -0.0601 -0.0946
C 2.097165 -3.325531 -0.028817 0.0123 -0.0269 0.0656
C 3.086299 -4.051685 -0.876633 0.0432 -0.0130 0.0007
C 1.083162 -2.545365 -0.656407 -0.2520 0.1336 -0.0296
S 0.851208 -2.482313 -2.334765 -0.0601 -0.1007 0.2301
C 1.053940 -2.688592 3.587854 0.0127 0.0233 0.0198
C -0.360546 -2.378706 4.079460 0.0009 -0.0155 0.0716
C 2.018278 -1.599348 4.080869 -0.0219 0.0221 -0.0010
C 1.487289 -4.049282 4.142711 -0.0185 -0.0274 -0.0578
C -0.018470 1.497922 -1.793203 -0.0600 -0.0076 0.2046
S -1.830852 1.855169 -1.803425 0.0793 -0.0276 -0.0567
C 3.715455 1.294918 0.293450 0.0367 0.0018 0.0054
C 3.801336 2.216723 1.518596 -0.0007 0.0023 0.0044
C 3.993961 -0.141267 0.727862 0.0134 -0.0306 0.0158
C 4.758657 1.719814 -0.748390 -0.0002 0.0072 0.0087
H 0.995834 4.834055 -2.003315 0.0025 -0.0159 0.0102
H -0.681603 4.415418 -1.622638 -0.0020 0.0017 0.0012
H 0.002198 3.926995 -3.159219 0.0018 -0.0019 -0.0007
H 2.446298 3.585014 -0.630838 -0.0074 -0.0015 0.0017
H -4.302856 0.618689 2.992123 -0.0118 -0.0184 -0.0165
H -5.918411 -0.848845 1.950377 0.0044 -0.0023 0.0019
H -5.135348 -2.297923 1.285216 -0.0212 0.0175 -0.0240
H -5.689336 -1.043401 0.196274 0.0090 0.0120 0.0130
H -2.738532 3.576352 2.026039 0.0044 -0.0054 0.0019
H -2.555795 4.015013 3.729242 -0.0049 -0.0137 0.0056
H -3.880095 2.962830 3.230700 0.0079 -0.0059 -0.0166
H -0.272507 2.840234 2.117876 -0.0131 -0.0119 0.0139
H 0.220914 1.583748 3.242586 0.0080 -0.0261 0.0059
H -0.219851 3.188964 3.857217 -0.0057 -0.0176 -0.0114
H -3.143970 1.113953 4.864700 0.0185 0.0158 0.0086
H -1.919366 2.250543 5.426407 0.0023 -0.0104 -0.0069
H -1.444090 0.629618 4.907214 0.0070 -0.0262 -0.0053
H 2.817806 -3.978582 1.849407 0.0211 0.0120 -0.0087
H 3.841268 -4.542040 -0.264157 -0.0104 0.0004 0.0029
H 3.572901 -3.357718 -1.564969 0.0021 -0.0142 0.0052
H 2.580120 -4.797544 -1.492647 0.0055 0.0134 -0.0036
H -0.714827 -1.428766 3.684539 -0.0084 0.0364 -0.0062
H -0.360547 -2.330518 5.170940 -0.0077 -0.0067 -0.0193
H -1.062738 -3.156044 3.770347 0.0110 0.0171 -0.0117
H 1.687546 -0.617936 3.733377 0.0138 0.0015 0.0066
H 3.032404 -1.766264 3.709520 -0.0110 -0.0136 0.0031
H 2.054279 -1.589085 5.172555 -0.0117 -0.0034 -0.0103
H 0.896878 -4.858712 3.707172 0.0129 0.0076 0.0178
H 1.338657 -4.068219 5.223194 -0.0001 0.0201 0.0000
H 2.542670 -4.255032 3.958823 0.0005 -0.0015 0.0014
H 3.023180 1.970048 2.245118 0.0179 -0.0105 -0.0116
H 3.690042 3.267758 1.245689 -0.0104 -0.0062 0.0077
H 4.773072 2.102752 2.003823 -0.0040 0.0047 -0.0085
H 3.270136 -0.476686 1.472858 0.0139 0.0146 -0.0207
H 4.996373 -0.201093 1.158912 -0.0115 0.0002 -0.0050
H 3.937951 -0.825941 -0.120373 -0.0087 0.0107 0.0103
H 4.587397 2.740524 -1.096015 0.0141 -0.0093 0.0010
H 4.728631 1.057721 -1.615985 -0.0051 0.0065 0.0051
H 5.761362 1.677289 -0.317370 -0.0090 -0.0056 -0.0012
S 0.547081 0.838202 -3.478138 -0.0581 0.0451 -0.0111
C -0.472139 1.587436 -4.703448 0.0436 -0.0494 0.0265
C 0.106165 2.239283 -5.787239 -0.0277 0.0283 -0.0465
C -0.692867 2.683102 -6.830474 0.0454 0.0015 0.0081
C -2.067476 2.494354 -6.794219 -0.0403 -0.0067 -0.0042
C -2.655659 1.866955 -5.706142 -0.0571 0.0071 -0.0092
C -1.856647 1.415780 -4.667968 0.0797 -0.1240 0.0407
S -2.552188 0.600317 -3.262398 -0.1121 0.1787 0.0127
H 1.178990 2.380211 -5.815198 -0.0063 -0.0111 0.0150
H -0.236853 3.177828 -7.678272 -0.0090 -0.0049 0.0048
H -2.683633 2.838123 -7.614641 0.0001 -0.0070 0.0155
H -3.726794 1.716112 -5.661511 0.0191 0.0030 -0.0089
F -2.095546 -3.392516 -3.355327 -0.0478 -0.0037 0.0360
P -2.125936 -3.051955 -4.986021 -0.0709 0.0641 0.0520
F -3.097701 -4.277753 -5.246155 0.0340 -0.0294 -0.0044
F -0.824949 -3.954699 -5.171432 0.0194 -0.0392 -0.0023
F -3.386081 -2.073886 -4.701302 0.0654 0.0375 0.0458
F -1.122589 -1.758571 -4.594038 -0.0074 0.0390 -0.0109
F -2.096308 -2.604630 -6.509161 0.0016 0.0025 -0.0780
```
Forces are in eV/Å.


Here is a molecular structure, C33H43BN3O4PtS from the OMol25 dataset. Energies are from ωB97M-V with the def2-TZVPD basis set.

Summary:
Charge: -1
Multiplicity: 3
E_LUMO (alpha / beta), hartree: 0.079 / 0.064
Orbital gap (alpha / beta), Ha: 0.1494 / 0.2377

XYZ file:
```
86
Properties=species:S:1:pos:R:3:forces:R:3
Pt 0.249520 0.360233 0.025784 0.3492 0.4668 -0.0380
O -2.871942 2.817329 1.098846 0.0935 -0.0738 -0.0618
C -1.874045 2.259568 0.640544 -0.2259 0.1825 -0.1436
O -1.134618 1.423262 1.288996 0.1999 -0.1289 0.1258
C -1.429132 2.555465 -0.764458 -0.1811 0.1043 0.1244
C -2.169128 3.368221 -1.599541 0.0284 0.0136 0.0514
C -1.698507 3.698930 -2.856852 -0.0213 -0.0039 -0.0069
C -0.371302 3.309525 -3.216769 0.0354 0.0217 -0.0035
C 0.254144 3.739971 -4.393337 0.0193 -0.0170 -0.0010
C 1.571070 3.412268 -4.682401 -0.0255 0.0178 -0.0237
C 2.293600 2.645020 -3.779041 0.0166 -0.0148 0.0184
C 1.695768 2.186500 -2.613554 -0.0446 -0.0153 -0.0240
C 0.359538 2.478713 -2.315895 0.1515 0.0317 -0.1128
N -0.225835 2.014773 -1.166496 -0.1528 -0.3100 0.0433
H -3.111540 3.735820 -1.215839 -0.0034 -0.0124 0.0059
H -2.275049 4.314426 -3.536251 0.0022 0.0146 0.0024
H -0.316155 4.357767 -5.079204 -0.0016 0.0066 0.0019
H 2.034049 3.764706 -5.596294 -0.0001 0.0031 -0.0033
H 3.331254 2.404306 -3.980147 -0.0023 -0.0095 -0.0011
H 2.259884 1.598332 -1.898924 0.0093 0.0269 0.0020
C 0.928727 -0.854638 1.436270 -0.2415 -0.1075 -0.0925
C 1.326104 -1.627007 2.285277 -0.0689 0.0630 -0.0162
C 1.796194 -2.533283 3.283188 0.0648 -0.0591 0.0810
C 2.877738 -3.382421 3.020633 -0.0279 0.0169 -0.0172
C 3.330398 -4.269156 3.982813 0.0277 -0.0379 0.0082
C 2.715804 -4.328833 5.226561 0.0024 -0.0146 0.0184
C 1.642745 -3.490615 5.499419 -0.0082 -0.0166 0.0229
C 1.185815 -2.601114 4.541035 -0.0024 -0.0072 -0.0398
H 3.354755 -3.325405 2.050344 0.0100 0.0132 0.0118
H 4.170903 -4.916380 3.762483 -0.0034 0.0018 0.0019
H 3.072761 -5.020826 5.979047 -0.0013 -0.0008 -0.0007
H 1.159712 -3.527710 6.468241 0.0011 -0.0001 0.0022
H 0.353143 -1.942069 4.748737 -0.0005 0.0111 0.0029
C 2.474088 -3.627139 -1.327864 -0.0162 0.0541 -0.0279
C 2.995539 -2.286206 -1.845896 0.0444 -0.0703 0.0039
C 4.505991 -2.341964 -1.998669 -0.0382 -0.0329 -0.0025
O 2.668894 -1.309797 -0.850745 0.1252 0.1493 0.0023
B 1.464001 -0.708142 -1.198162 -0.0519 -0.0251 0.0226
O 1.126174 -1.061968 -2.498590 -0.1451 0.0004 0.0019
C 2.217071 -1.773535 -3.094117 0.0297 -0.0991 -0.0803
C 3.020721 -0.790988 -3.936217 0.0008 0.0090 0.0357
C 1.645766 -2.863962 -3.987904 0.0614 0.0086 0.0508
H 2.895967 -3.801701 -0.337575 0.0066 -0.0105 0.0021
H 2.751829 -4.455091 -1.982545 0.0012 -0.0082 -0.0172
H 1.386561 -3.602227 -1.231232 -0.0074 0.0102 0.0230
H 4.948677 -2.645035 -1.049074 0.0038 -0.0156 0.0081
H 4.914893 -1.370460 -2.267375 -0.0059 0.0100 0.0086
H 4.793595 -3.070630 -2.760391 -0.0005 0.0055 -0.0178
H 3.430925 0.006606 -3.318254 0.0165 -0.0123 0.0062
H 2.360392 -0.328177 -4.669278 -0.0137 0.0103 0.0086
H 3.838111 -1.293134 -4.457809 -0.0014 -0.0061 -0.0139
H 0.981577 -3.526753 -3.437070 0.0293 0.0383 -0.0058
H 2.446541 -3.458655 -4.434625 0.0133 -0.0087 -0.0009
H 1.073203 -2.400463 -4.791841 -0.0097 0.0143 -0.0137
C -1.601331 -4.683347 -3.707241 -0.0082 -0.0095 -0.0159
C -2.745055 -3.821518 -4.234907 -0.0298 -0.0136 0.0268
C -3.944455 -3.700028 -3.288870 0.0178 0.0410 -0.0081
C -3.773969 -2.679560 -2.170243 -0.0333 -0.0345 -0.0670
N -2.738624 -3.070718 -1.231158 -0.0222 -0.0127 0.1792
C -1.856665 -2.223443 -0.652304 -0.1216 -0.0100 -0.1237
S -1.759715 -0.605168 -1.154125 0.0960 -0.0270 0.1481
N -1.063359 -2.714748 0.294335 0.0754 -0.0185 -0.1685
C -1.008580 -4.089938 0.734987 0.0041 -0.0175 0.0812
C -2.108415 -4.455440 1.735247 0.0414 -0.0288 0.0004
C -2.277662 -5.961846 1.886189 0.0275 0.0174 0.0274
C -3.400246 -6.329217 2.847190 0.0079 -0.0043 0.0076
H -0.831625 -4.815329 -4.468702 -0.0026 -0.0064 -0.0073
H -1.962325 -5.675383 -3.422832 -0.0114 -0.0184 0.0075
H -1.129144 -4.231779 -2.836440 0.0028 -0.0013 0.0066
H -3.094255 -4.244768 -5.180458 0.0022 -0.0081 -0.0008
H -2.370683 -2.820274 -4.464930 0.0008 0.0166 -0.0019
H -4.183518 -4.683060 -2.864428 0.0063 -0.0153 0.0036
H -4.826157 -3.397298 -3.859390 -0.0017 0.0076 -0.0051
H -4.720586 -2.537478 -1.637639 0.0113 0.0052 -0.0203
H -3.492226 -1.713210 -2.584651 0.0070 -0.0057 -0.0136
H -2.858771 -3.970093 -0.792721 0.0188 0.0081 -0.0234
H -0.384161 -2.061729 0.684668 -0.0372 -0.0586 0.1002
H -0.030227 -4.217238 1.202000 -0.0014 -0.0400 -0.0107
H -1.027400 -4.769036 -0.127940 -0.0470 0.0393 -0.0091
H -3.056325 -3.999775 1.431433 -0.0140 -0.0305 -0.0497
H -1.862190 -4.007943 2.701007 -0.0143 0.0348 0.0083
H -1.337063 -6.398235 2.235253 0.0174 -0.0021 -0.0082
H -2.470716 -6.406606 0.903517 -0.0208 0.0063 -0.0066
H -3.199426 -5.938888 3.846039 0.0041 0.0082 0.0125
H -3.522829 -7.409787 2.927836 0.0002 -0.0111 0.0052
H -4.350494 -5.907058 2.515008 -0.0159 0.0019 -0.0071
```
Forces are in eV/Å.


Looking at ΔE to the lowest compared entry with this formula, charge and spin for the records above, in order, we have 0.0 0.0 kcal/mol.